{
  "formula": "C25H38Cl2N2O3PY",
  "method": "ωB97M-V with the def2-TZVPD basis set",
  "orbital_gap_ev": 6.14,
  "e_lumo_ev": 0.200,
  "relative_energy_kj_mol": 288.2,
  "elements": ["O", "C", "C", "C", "H", "C", "H", "C", "H", "C", "H", "C", "H", "H", "C", "C", "H", "H", "H", "C", "C", "H", "H", "H", "H", "Y", "Cl", "Cl", "H", "H", "C", "C", "N", "H", "C", "O", "H", "H", "H", "H", "H", "H", "C", "C", "N", "H", "C", "O", "H", "H", "H", "H", "C", "P", "C", "C", "C", "C", "C", "C", "C", "H", "H", "H", "H", "H", "H", "H", "H", "H", "H", "H"],
  "positions_angstrom": [[1.1870, -0.3733, -4.0152], [0.1458, 0.2268, -4.0237], [-0.0515, 1.6509, -4.0699], [0.3224, 2.7341, -3.2337], [0.4678, 2.6689, -2.1438], [0.4742, 3.9957, -3.8575], [0.9285, 4.8500, -3.3222], [0.0563, 4.1627, -5.1838], [0.2020, 5.1204, -5.7039], [-0.5934, 3.1199, -5.8686], [-0.9611, 3.2215, -6.8846], [-0.7877, 1.9306, -5.2197], [-1.3090, 1.0956, -5.6912], [-0.7609, -0.3696, -3.9279], [-2.6417, -0.8888, -2.2296], [-1.9908, 0.2343, -1.5428], [-3.2674, -0.3896, -2.9811], [-3.1844, -1.5170, -1.5171], [-1.9433, -1.5423, -2.7863], [-2.2811, 1.5174, -1.5384], [-3.6823, 1.8495, -1.1713], [-1.6290, 2.3413, -1.7473], [-4.1940, 2.2856, -2.0499], [-3.6870, 2.5628, -0.3337], [-4.1880, 0.9028, -0.8810], [-1.1499, -0.0074, 0.3909], [-0.0257, 2.2947, 0.6822], [-3.3351, -0.1732, 1.5616], [4.5634, 1.0637, -2.5669], [4.6211, 1.7974, -0.2719], [3.4806, 1.2598, -2.5043], [3.5588, 1.6172, -0.0524], [2.9673, 0.8915, -1.1861], [2.9373, 0.6457, -3.2458], [2.2481, -0.2376, -1.0044], [1.3211, -0.3338, -0.1660], [3.4893, 1.0404, 0.8780], [2.5891, -1.1173, -1.5749], [3.2885, 2.3322, -2.6582], [3.0520, 2.5853, 0.0619], [-0.5182, -5.5972, 0.6112], [1.3759, -5.8141, -1.0949], [-1.0635, -5.0011, -0.1373], [0.8172, -5.1655, -1.7836], [-0.0916, -4.3270, -1.0139], [-1.7509, -4.2937, 0.3284], [-0.0352, -3.0016, -1.0231], [-0.7967, -2.3132, -0.2805], [1.4822, -4.5146, -2.3653], [0.7152, -2.5733, -1.7194], [-1.6084, -5.7494, -0.7304], [0.2279, -5.8244, -2.4366], [0.9159, -2.2534, 3.1631], [-0.3343, -0.9482, 3.1212], [-1.6411, -1.7981, 4.0627], [0.3624, 0.2636, 4.3137], [1.6260, 0.8093, 4.0021], [2.2342, 1.7088, 4.8817], [1.5492, 2.1164, 6.0378], [0.2740, 1.6225, 6.3131], [-0.3284, 0.7094, 5.4452], [0.7487, -2.9052, 2.3057], [0.7776, -2.8197, 4.0903], [1.9217, -1.8389, 3.0977], [-1.2063, -2.2391, 4.9619], [-2.4642, -1.1213, 4.3047], [-2.0410, -2.5841, 3.4198], [2.1311, 0.4865, 3.0821], [3.2407, 2.0792, 4.6535], [2.0212, 2.8363, 6.7085], [-0.2549, 1.9281, 7.2155], [-1.3203, 0.3129, 5.6519]]
}

***

{
  "formula": "C6H12NO5",
  "method": "ωB97M-V with the def2-TZVPD basis set",
  "orbital_gap_ev": 9.65,
  "e_lumo_ev": -3.101,
  "charge": 1,
  "relative_energy_kj_mol": 412.0,
  "elements": ["C", "C", "C", "C", "C", "C", "N", "O", "O", "O", "O", "O", "H", "H", "H", "H", "H", "H", "H", "H", "H", "H", "H", "H"],
  "positions_angstrom": [[-0.1591, 0.0584, -1.5975], [1.0216, 0.0842, -0.6849], [-1.1952, -1.0668, -1.1300], [0.4445, 0.8277, 0.5847], [-1.5857, -0.6663, 0.2709], [1.3877, 0.9769, 1.9109], [-2.0764, 0.6015, 0.6219], [-0.9193, 1.2888, -1.8208], [1.3410, -1.2369, -0.3135], [-2.3467, -0.7930, -1.9660], [1.6845, -0.2858, 2.3359], [-0.6928, 0.1830, 1.0453], [0.2004, -0.1921, -2.5842], [1.8097, 0.5507, -1.2535], [-0.8169, -2.0731, -1.2116], [0.0280, 1.8782, 0.3513], [-1.9450, -1.5534, 0.7995], [0.7884, 1.6305, 2.5502], [2.3071, 1.4817, 1.6300], [-1.3612, 1.6212, -0.9176], [-1.7041, 0.9786, -2.3368], [2.0305, -1.2336, 0.3639], [-2.9721, -1.5522, -1.6434], [1.3529, -0.4422, 3.2920]]
}

***

{
  "formula": "C4H7NO3",
  "method": "ωB97M-V with the def2-TZVPD basis set",
  "orbital_gap_ev": 9.13,
  "e_lumo_ev": 0.483,
  "relative_energy_kj_mol": 463.7,
  "elements": ["C", "C", "C", "C", "N", "O", "O", "O", "H", "H", "H", "H", "H", "H", "H"],
  "positions_angstrom": [[-1.8011, -0.5244, 0.1389], [1.2138, -1.6115, -0.0810], [-1.2445, 0.6521, 0.7131], [0.4286, 0.4880, -0.4298], [-2.0819, -1.4694, -0.4606], [-1.8422, 1.8417, 0.3287], [0.8779, 1.7368, -0.4491], [1.3109, -0.2937, 0.2759], [1.7205, -1.9264, -1.0862], [0.1277, -1.8752, -0.1560], [1.9174, -2.0107, 0.7344], [-1.0204, 0.4402, 1.7331], [-0.0184, 0.0835, -1.4181], [-1.4051, 2.7091, 0.3323], [1.8166, 1.7599, -0.1755]]
}

***

{
  "formula": "C33H32ClN4PmS2",
  "method": "ωB97M-V with the def2-TZVPD basis set",
  "multiplicity": 5,
  "orbital_gap_ev": [6.73, 6.75],
  "e_lumo_ev": [-0.296, -0.296],
  "relative_energy_kj_mol": 232.9,
  "s2": 6.0066,
  "elements": ["Pm", "C", "N", "C", "C", "N", "C", "C", "C", "C", "C", "C", "C", "S", "C", "C", "C", "C", "C", "C", "S", "H", "H", "H", "H", "H", "H", "H", "H", "H", "H", "H", "H", "H", "H", "H", "H", "H", "H", "Cl", "C", "C", "C", "C", "N", "C", "H", "H", "H", "H", "C", "C", "C", "C", "C", "C", "N", "C", "C", "C", "C", "C", "C", "H", "H", "H", "H", "H", "H", "H", "H", "H", "H"],
  "positions_angstrom": [[0.0703, -0.3776, 0.0073], [-0.4670, 2.5200, 2.0926], [-1.3012, 1.3865, 1.6316], [-2.4757, 1.8996, 0.9104], [-2.0698, 2.4158, -0.4612], [-1.7093, 1.2999, -1.3486], [-0.8632, 1.7566, -2.4717], [-2.9079, 0.6696, -1.9010], [-3.9093, 1.4441, -2.4807], [-5.0497, 0.8705, -3.0117], [-5.2021, -0.5091, -2.9689], [-4.2022, -1.2897, -2.4260], [-3.0298, -0.7232, -1.9024], [-1.7781, -1.8098, -1.3554], [-1.6642, 0.5729, 2.7917], [-2.4663, 1.0306, 3.7553], [-2.7381, 0.2825, 4.9784], [-2.1707, -0.8984, 5.2162], [-1.3201, -1.5677, 4.1912], [-0.9645, -0.7483, 2.9097], [0.8338, -0.4735, 2.6516], [-1.0576, 3.2302, 2.6807], [-0.0288, 3.0531, 1.2470], [0.3378, 2.1297, 2.7065], [-2.9616, 2.7124, 1.4633], [-3.2057, 1.0960, 0.7917], [-1.2090, 3.0808, -0.3738], [-2.8928, 3.0106, -0.8608], [-1.3808, 2.4946, -3.0938], [-0.6125, 0.8960, -3.0929], [0.0613, 2.1993, -2.0946], [-3.8042, 2.5214, -2.5327], [-5.8090, 1.4991, -3.4583], [-6.0938, -0.9735, -3.3705], [-4.2903, -2.3677, -2.3944], [-2.8985, 2.0218, 3.6723], [-3.3911, 0.7415, 5.7103], [-2.3534, -1.4341, 6.1412], [-0.4225, -2.0004, 4.6341], [-0.4635, -6.2700, 2.6605], [-0.8903, -4.5968, 2.5807], [-1.7463, -4.0447, 3.4342], [-2.0839, -2.5999, 3.2986], [-1.5452, -1.9087, 2.0318], [-0.4967, -2.5903, 1.2864], [-0.2367, -3.8039, 1.5363], [-2.2052, -4.6164, 4.2312], [-3.1612, -2.4655, 3.4081], [-2.3058, -1.6160, 1.3008], [0.5489, -4.2877, 0.9612], [4.9699, 2.7867, -0.9009], [3.6876, 3.0316, -0.4354], [2.6852, 2.0952, -0.6234], [2.9322, 0.8769, -1.2741], [4.2418, 0.6367, -1.7202], [5.2359, 1.5799, -1.5375], [1.9056, -0.0542, -1.3809], [1.8915, -0.9373, -2.4652], [1.4110, -2.2429, -2.2838], [1.2837, -3.1136, -3.3534], [1.6453, -2.7157, -4.6297], [2.1273, -1.4272, -4.8262], [2.2465, -0.5478, -3.7664], [5.7542, 3.5195, -0.7654], [3.4655, 3.9656, 0.0666], [1.6790, 2.2920, -0.2573], [4.4703, -0.3083, -2.1952], [6.2394, 1.3641, -1.8841], [1.1507, -2.5812, -1.2797], [0.9027, -4.1136, -3.1885], [1.5546, -3.4000, -5.4629], [2.4036, -1.0997, -5.8212], [2.6052, 0.4604, -3.9304]]
}

***

{
  "formula": "C21H30BaMnN3O5",
  "method": "ωB97M-V with the def2-TZVPD basis set",
  "multiplicity": 7,
  "orbital_gap_ev": [4.19, 4.43],
  "e_lumo_ev": [-2.088, -2.157],
  "s2": 12.0053,
  "elements": ["Ba", "Mn", "C", "C", "C", "O", "H", "H", "H", "H", "H", "H", "H", "C", "C", "C", "O", "C", "C", "C", "O", "O", "O", "H", "H", "C", "C", "C", "C", "N", "H", "H", "H", "H", "H", "H", "H", "C", "C", "C", "C", "N", "H", "H", "H", "H", "H", "H", "H", "C", "C", "C", "C", "N", "H", "H", "H", "H", "H", "H", "H"],
  "positions_angstrom": [[-2.2711, 3.7403, 0.5940], [-2.9923, -0.1523, -0.5713], [0.3733, -0.0261, 1.5210], [-0.1062, 1.1943, 0.8049], [0.9394, 1.6013, -0.3250], [-1.5047, 1.0746, 0.4694], [1.4240, -0.0041, 1.8104], [0.3657, -0.9587, 0.9568], [-0.2768, -0.1588, 2.3858], [-0.0230, 1.9909, 1.5442], [1.4285, 0.7704, -0.8334], [1.7245, 2.2832, 0.0016], [0.3580, 2.1338, -1.0776], [-3.4972, 0.4842, -4.5813], [-3.1001, 0.7724, -3.2917], [-3.2306, 2.2634, -2.8073], [-2.5815, 2.5444, -1.7755], [-4.0678, 3.2293, -3.6276], [-4.5369, 2.8149, -4.8434], [-4.2869, 1.3609, -5.2927], [-4.8812, 0.7502, -6.3119], [-5.3586, 3.6494, -5.3783], [-2.6053, -0.0458, -2.5230], [-3.3709, -0.5548, -4.8478], [-4.3989, 4.1559, -3.1824], [5.6711, 0.5392, 2.8135], [5.1578, -0.8589, 3.3719], [4.5143, -1.7396, 2.2683], [5.3765, -1.8754, 1.0249], [6.1399, -1.9858, 0.1357], [6.5200, 0.3594, 2.1539], [6.0643, 0.9214, 3.7555], [4.8907, 1.1395, 2.3458], [4.4603, -0.7377, 4.2006], [6.0250, -1.4216, 3.7177], [3.5661, -1.4598, 1.8093], [4.3570, -2.6760, 2.8034], [0.9927, -2.8980, -4.8961], [1.0181, -2.3868, -3.4298], [2.4481, -2.2215, -2.7960], [3.4259, -1.7817, -3.7565], [4.1961, -1.3731, -4.5095], [-0.0186, -3.1245, -5.2340], [1.4854, -3.8378, -5.1452], [1.3366, -2.0829, -5.5329], [0.4749, -3.0669, -2.7737], [0.4631, -1.4499, -3.3807], [2.7818, -3.2227, -2.5233], [2.3884, -1.4696, -2.0091], [-1.9466, -0.2740, 5.3015], [-3.2864, -0.4969, 4.5859], [-4.0760, 0.8058, 4.5929], [-3.5575, 2.0433, 4.0018], [-3.0590, 2.9283, 3.5486], [-1.1899, 0.0109, 4.5705], [-1.5650, -1.2300, 5.6600], [-2.0674, 0.5131, 6.0458], [-3.8908, -1.0959, 5.2670], [-3.2517, -1.0801, 3.6657], [-4.4405, 1.0649, 5.5869], [-4.9277, 0.6084, 3.9419]]
}

***

{
  "formula": "C5H26N2O6",
  "method": "ωB97M-V with the def2-TZVPD basis set",
  "smiles": "CNCCN(C)C.O.O.O.O.O.O",
  "orbital_gap_ev": 8.86,
  "e_lumo_ev": 0.131,
  "relative_energy_kj_mol": 542.9,
  "elements": ["C", "N", "C", "C", "N", "C", "C", "H", "H", "H", "H", "H", "H", "H", "H", "H", "H", "H", "H", "H", "H", "O", "H", "H", "O", "H", "H", "O", "H", "H", "O", "H", "H", "O", "H", "H", "O", "H", "H"],
  "positions_angstrom": [[0.3439, 2.2059, 1.4923], [0.6854, 1.1476, 0.5800], [-0.2548, 0.6022, -0.4621], [0.6422, 0.2586, -1.5919], [0.3577, -1.2179, -2.0096], [-1.1745, -1.5103, -2.0136], [0.7704, -1.4259, -3.4522], [-0.1610, 3.0232, 1.0048], [-0.2899, 2.2317, 2.4588], [1.3533, 2.3400, 1.9409], [1.1213, 0.3501, 1.1234], [-0.6197, -0.3859, 0.0332], [-1.2118, 1.1103, -0.6955], [1.6281, 0.4494, -1.2849], [0.3253, 0.8594, -2.4525], [-1.4516, -1.5926, -1.0599], [-1.1600, -2.3499, -2.5722], [-1.6946, -0.8882, -2.8259], [0.3272, -0.8441, -4.2397], [1.9207, -1.1874, -3.5095], [0.4947, -2.4415, -3.7755], [-3.6777, 1.1863, 0.6702], [-2.8072, 1.0551, 0.5731], [-3.9672, 1.9647, 1.1697], [-1.9904, -0.4622, 2.6435], [-1.9443, -1.5158, 2.8201], [-2.9585, -0.2172, 2.8600], [-2.7115, -1.9960, 0.8564], [-3.2042, -1.2526, 0.5192], [-3.0935, -2.7197, 0.5387], [0.7588, -1.7934, 1.2765], [0.6016, -1.8479, 0.3180], [-0.0717, -1.8108, 1.6076], [3.7982, 0.3800, 1.1979], [3.0364, -0.0937, 1.4483], [3.5856, 0.8601, 0.2850], [3.2760, 2.5785, -0.2821], [3.0052, 3.1515, -0.9718], [2.3432, 2.3150, -0.0396]]
}

***

{
  "formula": "C3H8OS2",
  "method": "ωB97M-V with the def2-TZVPD basis set",
  "smiles": "CC=O.CSS",
  "orbital_gap_ev": 9.59,
  "e_lumo_ev": 0.737,
  "relative_energy_kj_mol": 52.9,
  "elements": ["C", "C", "O", "H", "H", "H", "H", "C", "S", "S", "H", "H", "H", "H"],
  "positions_angstrom": [[-0.2641, -0.0752, 3.1939], [0.7654, -0.9357, 2.5161], [0.6498, -1.2621, 1.3717], [-0.0508, 0.9978, 3.1783], [-1.1805, -0.1201, 2.6048], [-0.4984, -0.3216, 4.2261], [1.6068, -1.2991, 3.1196], [0.3743, -0.1573, -2.2696], [-0.2992, -0.1838, -3.9491], [-1.6854, 1.3201, -3.9920], [1.0834, 0.6598, -2.1622], [-0.4862, 0.0855, -1.6468], [0.8387, -1.0913, -1.9844], [-0.8539, 2.3829, -4.2063]]
}

***

{
  "formula": "C30H63BN2O11S",
  "method": "ωB97M-V with the def2-TZVPD basis set",
  "orbital_gap_ev": 8.60,
  "e_lumo_ev": 0.379,
  "elements": ["C", "C", "O", "B", "O", "C", "O", "S", "O", "O", "O", "C", "C", "C", "C", "C", "C", "C", "C", "C", "C", "C", "C", "C", "N", "C", "C", "C", "C", "C", "C", "C", "C", "N", "C", "C", "O", "H", "H", "H", "H", "H", "H", "H", "H", "H", "H", "H", "H", "H", "H", "H", "H", "H", "H", "H", "H", "H", "H", "H", "H", "H", "H", "H", "H", "H", "H", "H", "H", "H", "H", "H", "H", "H", "H", "H", "H", "H", "H", "H", "H", "H", "H", "H", "C", "O", "H", "H", "H", "H", "C", "O", "H", "H", "H", "H", "C", "O", "H", "H", "H", "H", "C", "O", "H", "H", "H", "H"],
  "positions_angstrom": [[1.1787, -0.8156, 7.3629], [1.4813, -0.9223, 5.8511], [1.8736, 0.3819, 5.3748], [1.3356, 0.7477, 4.1651], [-0.0412, 0.7862, 4.0099], [2.4003, 1.1730, 3.0149], [3.4912, 0.2365, 3.1954], [3.0880, -1.0655, 2.3273], [2.5467, -2.1510, 3.0689], [4.2798, -1.4651, 1.6614], [1.9524, -0.4273, 1.3854], [1.9972, 1.0144, 1.5226], [0.7523, 1.8178, 1.0933], [-0.5724, 1.0094, 1.0263], [-1.7477, 1.8221, 1.6307], [-3.0432, 1.8213, 0.7685], [-4.2402, 2.0746, 1.7182], [-5.4885, 2.6166, 0.9422], [-6.7478, 1.9216, 1.5027], [-8.0250, 2.1660, 0.6365], [-8.8102, 0.8076, 0.5680], [-8.4494, 0.0368, -0.7368], [-7.9944, -1.4300, -0.5520], [-8.7092, -2.1883, 0.5681], [-8.4342, -3.6243, 0.5849], [-9.3386, -4.4167, 1.1992], [-8.8745, -5.7076, 1.1374], [-7.6422, -5.6382, 0.4433], [-7.3812, -4.3371, 0.1149], [3.1764, 1.7003, 0.7448], [3.2841, 1.3240, -0.7515], [3.9383, -0.0301, -1.0543], [5.4787, -0.0139, -0.8910], [6.1176, -0.0086, -2.2370], [6.4576, -1.3294, -2.6830], [5.6629, -2.0125, -3.7803], [7.4133, -1.9098, -2.1948], [0.2548, -1.3402, 7.6320], [1.0958, 0.2200, 7.6930], [1.9771, -1.3372, 7.9020], [2.3215, -1.5933, 5.6640], [0.5991, -1.3298, 5.3448], [-0.4071, -0.0840, 3.8112], [2.6492, 2.2384, 3.0858], [0.6743, 2.6530, 1.7997], [0.9144, 2.2839, 0.1173], [-0.4695, 0.1103, 1.6402], [-0.7850, 0.6596, 0.0117], [-2.0324, 1.4051, 2.6020], [-1.4880, 2.8700, 1.8205], [-3.1216, 0.8496, 0.2699], [-3.0371, 2.6614, 0.0650], [-4.4650, 1.1511, 2.2624], [-3.9672, 2.8490, 2.4468], [-5.5496, 3.7024, 1.0492], [-5.3416, 2.2948, -0.0959], [-6.5081, 0.8499, 1.5308], [-6.9679, 2.2279, 2.5321], [-8.6646, 2.8594, 1.1924], [-7.7692, 2.5230, -0.3628], [-8.5626, 0.2744, 1.4857], [-9.8767, 1.0578, 0.5353], [-7.6128, 0.5760, -1.1979], [-9.2872, 0.0952, -1.4378], [-6.9127, -1.4683, -0.3681], [-8.1462, -1.9366, -1.5156], [-8.3262, -1.7839, 1.5172], [-9.7810, -1.9717, 0.5869], [-10.2667, -4.1083, 1.6566], [-9.3388, -6.5913, 1.5483], [-6.9846, -6.4714, 0.2302], [-6.5384, -3.9095, -0.4032], [4.1419, 1.5247, 1.2361], [2.9582, 2.7732, 0.8074], [3.9255, 2.0835, -1.2086], [2.3236, 1.3866, -1.2749], [3.7556, -0.2333, -2.1168], [3.4990, -0.8700, -0.5147], [5.7847, -0.9211, -0.3570], [5.7998, 0.8742, -0.3404], [6.9257, 0.5999, -2.2512], [4.7948, -2.5351, -3.3623], [6.3115, -2.7541, -4.2479], [5.3184, -1.3283, -4.5611], [8.0579, 1.0422, 2.4296], [6.7352, 1.5443, 2.2667], [8.7019, 1.5404, 1.7087], [8.4221, 1.2500, 3.4390], [8.0804, -0.0348, 2.2462], [6.1765, 1.0942, 2.9082], [9.0968, -1.8181, -4.7446], [8.8406, -1.4949, -6.1122], [8.5551, -2.7246, -4.4974], [10.1658, -1.9869, -4.5910], [8.7561, -1.0100, -4.0987], [9.3256, -0.6909, -6.3148], [2.4791, 2.6280, -4.3151], [3.4724, 2.0103, -3.5004], [1.7595, 3.1214, -3.6637], [2.9392, 3.3702, -4.9711], [1.9664, 1.8742, -4.9161], [4.0999, 1.5789, -4.0888], [2.9267, -0.0096, -7.6750], [2.5013, 1.3503, -7.6370], [3.9193, -0.0678, -7.2347], [2.2423, -0.6394, -7.1004], [2.9721, -0.3660, -8.7068], [1.6246, 1.3870, -8.0287]]
}

***

Number 1: total energy -71041.5193 eV. Number 2: total energy -18130.3392 eV. Number 3: total energy -11890.4717 eV. Number 4: total energy -91448.9084 eV. Number 5: total energy -68979.8802 eV. Number 6: total energy -20867.3889 eV. Number 7: total energy -26958.0608 eV. Number 8: total energy -69143.8471 eV.